Entry 1:
Computed, not measured: C46H39N10O4SW as an isolated structure, with ωB97M-V/def2-TZVPD.

Atoms and positions in Å:
1 W 0.20505 -0.07231 -0.06365
2 C 2.35181 2.51842 2.93699
3 C 2.07728 1.63614 1.91207
4 N 0.82184 1.34631 1.52547
5 C -0.14648 1.97461 2.21699
6 C 0.15967 2.86593 3.24484
7 N 1.39434 3.14423 3.61045
8 C -1.50678 1.68572 1.80031
9 C -2.61855 2.22176 2.43034
10 C -3.89612 1.93078 1.97776
11 C -3.97948 1.08360 0.87127
12 C -2.84390 0.55800 0.29856
13 N -1.60226 0.85284 0.74920
14 C -2.89527 -0.33179 -0.86464
15 C -4.08480 -0.78640 -1.42619
16 N -4.11680 -1.53000 -2.52195
17 C -2.94719 -1.82376 -3.06878
18 C -1.74880 -1.41166 -2.50164
19 N -1.71214 -0.68122 -1.38766
20 C -5.10242 2.48232 2.62202
21 C -6.28414 1.74924 2.67593
22 C -7.38786 2.31006 3.30402
23 N -7.38090 3.52285 3.84629
24 C -6.25344 4.22347 3.79049
25 C -5.09065 3.74947 3.19864
26 H 3.37923 2.71748 3.21529
27 H 2.89517 1.15472 1.41338
28 H -0.62937 3.37306 3.78348
29 H -2.49240 2.85126 3.29755
30 H -4.94754 0.85172 0.45414
31 H -5.04071 -0.55567 -0.97447
32 H -2.94612 -2.41782 -3.97511
33 H -0.81812 -1.69560 -2.96406
34 H -6.35659 0.74033 2.28917
35 H -8.31539 1.75447 3.37543
36 H -6.27621 5.21088 4.23623
37 H -4.21678 4.38830 3.16752
38 C 1.48292 -0.53655 -3.35639
39 C 1.46263 -1.77169 -2.50501
40 C 2.06753 -2.91335 -3.06618
41 C 1.90736 -4.13415 -2.48492
42 C 1.09402 -4.25338 -1.33913
43 C 0.79451 -5.51015 -0.77136
44 C -0.05422 -5.59310 0.29790
45 C -0.60052 -4.42461 0.84829
46 C -0.29500 -3.18272 0.33750
47 S -0.84088 -1.74222 1.17254
48 C 0.55442 -3.07261 -0.78280
49 N 0.79962 -1.81494 -1.34526
50 H 1.12292 -0.81207 -4.35066
51 H 2.50243 -0.17171 -3.49670
52 H 0.85870 0.25451 -2.95726
53 H 2.61604 -2.80084 -3.99205
54 H 2.35066 -5.02233 -2.92009
55 H 1.22410 -6.39950 -1.21488
56 H -0.30838 -6.55352 0.72592
57 H -1.25280 -4.49480 1.71081
58 O 2.60549 -5.33548 5.97331
59 C 1.61392 -4.49796 5.63866
60 O 0.58783 -4.45437 6.24606
61 C 1.82961 -3.62011 4.43128
62 C 1.40414 -2.29643 4.50200
63 C 1.45496 -1.48882 3.38320
64 C 1.93324 -2.01412 2.18756
65 C 2.36383 -3.33004 2.10482
66 C 2.31777 -4.13203 3.23830
67 N 1.99942 -1.15345 1.02530
68 C 3.11850 -1.13159 0.42257
69 C 3.32970 -0.11768 -0.59687
70 C 4.58084 0.12813 -1.11707
71 C 4.78780 1.30462 -1.83420
72 C 3.73698 2.19009 -1.93575
73 C 2.49965 1.85212 -1.39839
74 N 2.26795 0.69561 -0.77761
75 H 3.40976 -5.16648 5.46671
76 H 1.00579 -1.91926 5.43509
77 H 1.10648 -0.46783 3.43297
78 H 2.68358 -3.75240 1.15880
79 H 2.62506 -5.16884 3.17327
80 H 3.96279 -1.73128 0.75050
81 H 5.39244 -0.56335 -0.92944
82 H 5.75920 1.53136 -2.25407
83 H 3.85200 3.15032 -2.41987
84 H 1.68478 2.55343 -1.45283
85 O -0.32330 3.36492 -0.38068
86 C -0.61081 2.71141 -1.35803
87 O -0.31924 1.45877 -1.57368
88 C -1.34097 3.43494 -2.49664
89 N -1.60250 2.48449 -3.65097
90 C -3.08558 2.52476 -3.97192
91 C -3.70536 2.91583 -2.64360
92 C -2.73039 3.95887 -2.09826
93 H -0.68801 4.23450 -2.84073
94 H -1.31551 1.55653 -3.31477
95 H -1.03728 2.70911 -4.46797
96 H -3.38720 1.56231 -4.37750
97 H -3.22758 3.29502 -4.72737
98 H -3.76719 2.04663 -1.98488
99 H -4.71106 3.30821 -2.77702
100 H -2.79058 4.10328 -1.02177
101 H -2.90651 4.92548 -2.56893

Atoms 1-6, force components in eV/Å:
-0.1 0.2 -0.3
0.0 0.0 0.0
0.0 0.0 0.0
0.0 0.1 0.0
0.0 0.0 0.0
0.0 0.0 0.0

**Frontier orbital gap (spin up / spin down)**: 6.0 / 6.0 eV
**HOMO (spin up / spin down)**: -0.552 / -0.552 Ha
**Multiplicity**: 1
**Total charge**: +3
**Energy relative to the best compared isomer or geometry (same formula, charge and spin)**: 0.373 eV

---

Entry 2:
Computed, not measured: C46H39N5O3P2Tl as an isolated structure at a distorted geometry, with ωB97M-V/def2-TZVPD.

Atoms and positions in Å:
1 Tl 2.55416 -1.10062 -0.39110
2 C -1.10482 4.33229 -3.33303
3 O -0.53456 3.13880 -2.83237
4 C -0.33985 2.11047 -3.71385
5 C -0.67844 2.13978 -5.05553
6 C -0.51256 0.99198 -5.81316
7 C -0.13043 -0.18162 -5.20988
8 C 0.22039 -0.23700 -3.85040
9 C 0.38166 -1.54237 -3.26736
10 N 0.69033 -1.74609 -2.03862
11 N 0.71814 -3.03164 -1.61210
12 C 0.60619 -3.18410 -0.30429
13 O 0.38222 -2.21931 0.50558
14 C 0.71760 -4.56713 0.19894
15 C 0.71099 -4.78279 1.57459
16 C 0.83760 -6.06070 2.08213
17 C 0.96518 -7.13564 1.21792
18 C 0.98661 -6.92613 -0.15211
19 C 0.86065 -5.64979 -0.66534
20 C 0.22623 0.97240 -3.13928
21 O 0.74858 1.09471 -1.84542
22 H -1.12230 5.03848 -2.50510
23 H -2.12291 4.17652 -3.69885
24 H -0.49200 4.74390 -4.13706
25 H -1.07881 3.03069 -5.50620
26 H -0.73560 1.01830 -6.86582
27 H -0.11428 -1.09761 -5.77797
28 H 0.12027 -2.38674 -3.90378
29 H 0.61597 -3.93167 2.23179
30 H 0.83661 -6.21656 3.15077
31 H 1.06266 -8.13606 1.61073
32 H 1.10240 -7.75923 -0.82753
33 H 0.87830 -5.47732 -1.72946
34 C -2.52770 2.33171 -0.24676
35 N -1.35087 1.47683 -0.24539
36 P -1.20491 -0.26959 0.23238
37 C -2.61626 -0.21360 1.42584
38 C -3.94799 -0.31821 1.03503
39 C -4.96614 -0.14050 1.95582
40 C -4.67320 0.15069 3.27826
41 C -3.35185 0.21119 3.68670
42 C -2.33374 0.01936 2.76847
43 C -2.09353 -1.03886 -1.17510
44 C -2.49452 -0.35496 -2.31736
45 C -3.10552 -1.02131 -3.36503
46 C -3.30583 -2.38835 -3.29798
47 C -2.90967 -3.08025 -2.16461
48 C -2.32111 -2.41107 -1.10821
49 P 0.17220 1.93433 -0.62637
50 C 0.42692 3.73131 -0.47214
51 C 1.31042 4.45676 -1.25749
52 C 1.56831 5.78097 -0.94998
53 C 0.97523 6.37015 0.15435
54 C 0.13505 5.62739 0.96761
55 C -0.13393 4.30764 0.66028
56 C 1.44069 1.58640 0.63125
57 C 2.78036 1.83786 0.31093
58 C 3.72502 1.94425 1.31978
59 C 3.34109 1.84679 2.64910
60 C 2.01465 1.60760 2.96944
61 C 1.07113 1.48732 1.96433
62 H -3.33394 1.86548 -0.81678
63 H -2.27784 3.28713 -0.70856
64 H -2.89807 2.50360 0.76723
65 H -4.19719 -0.55446 0.01078
66 H -5.99596 -0.21787 1.63942
67 H -5.47029 0.31765 3.98755
68 H -3.11963 0.41465 4.72196
69 H -1.30741 0.02742 3.10647
70 H -2.32398 0.70586 -2.40917
71 H -3.41580 -0.46939 -4.24083
72 H -3.75648 -2.90897 -4.12967
73 H -3.05911 -4.14695 -2.10663
74 H -2.01912 -2.95036 -0.22333
75 H 1.78335 3.99770 -2.11292
76 H 2.23835 6.35060 -1.57377
77 H 1.17968 7.40133 0.39295
78 H -0.30609 6.06867 1.84639
79 H -0.77429 3.71887 1.29974
80 H 3.07776 1.98741 -0.71986
81 H 4.75555 2.14786 1.06824
82 H 4.07075 1.97849 3.43485
83 H 1.71061 1.55103 4.00365
84 H 0.02978 1.33473 2.20505
85 N 6.89472 -1.32319 4.90516
86 C 5.80345 -1.43198 4.57735
87 C 4.46163 -1.54327 4.13751
88 C 3.41495 -1.83422 5.01545
89 C 2.12851 -1.88138 4.50501
90 C 1.93021 -1.64432 3.15131
91 N 2.92930 -1.39869 2.31309
92 C 4.16153 -1.34338 2.78841
93 H 3.61815 -2.00927 6.06143
94 H 1.28984 -2.10307 5.14593
95 H 0.94672 -1.65735 2.70004
96 H 4.94985 -1.13038 2.07660

Atoms 1-6, force components in eV/Å:
0.4 -0.2 0.0
-0.1 0.4 -0.1
-0.1 -0.5 -0.5
0.1 0.1 0.1
0.0 0.0 0.2
-0.1 0.0 0.1

**Frontier orbital gap**: 7.3 eV
**HOMO**: -0.367 Ha
**Multiplicity**: 1
**Total charge**: +1
**Energy relative to the best compared isomer or geometry (same formula, charge and spin)**: 0.270 eV